[1]
This record from OMol25 describes a 2-piece molecular cluster, C2H7FN2S overall at a distorted geometry. The level of theory is ωB97M-V with the def2-TZVPD basis set.

```
13
Properties=species:S:1:pos:R:3:forces:R:3
C 0.3238 1.6843 -0.6344 -1.32 0.68 -0.68
C -2.5398 -1.0260 0.7721 -1.70 -3.58 0.75
N 2.8070 -1.1146 -0.7953 -0.58 0.46 1.41
N 1.4042 1.1406 -0.9300 2.21 -0.40 0.63
F 2.9494 0.8096 1.0753 -1.08 -0.74 -1.31
S 1.9650 -0.1960 0.0640 0.74 -0.21 -0.28
H -2.7700 -1.9844 0.1982 0.35 1.45 0.06
H 0.0536 2.5418 -1.2388 -0.08 0.23 -0.23
H -0.4830 1.4025 0.0330 0.35 -0.50 0.81
H -3.5631 -0.8044 1.2442 2.15 -0.04 0.11
H -1.6179 -1.3336 1.2971 -1.01 0.27 1.03
H -2.1921 -0.2648 0.1818 0.21 1.89 -1.96
H 3.6628 -0.8550 -1.2672 -0.25 0.49 -0.34
```
Forces are in eV/Å.

Summary:
HOMO-LUMO gap: 0.362 Eh
Total charge: 0
LUMO energy: 0.1 eV

[2]
This record from OMol25 describes C38H44Br2CoN3O4S3 as an isolated structure at a distorted geometry. The level of theory is ωB97M-V with the def2-TZVPD basis set.

```
95
Properties=species:S:1:pos:R:3:forces:R:3
Co 0.3229 0.1425 0.4914 -0.74 0.96 -0.84
C -3.8478 1.3515 0.9981 -0.07 -0.12 -0.16
C -2.6276 0.4641 0.9373 -0.17 0.09 -0.24
N -1.5559 0.8848 0.3342 0.57 0.09 0.54
N -1.7239 2.0786 -0.3541 -0.20 0.19 -0.32
C -0.6490 2.7049 -0.6720 0.06 -0.15 0.31
S 0.9513 2.2879 -0.2191 -0.08 -0.48 -0.02
S -0.8659 4.1942 -1.6273 0.01 0.20 0.13
C -2.1132 5.0489 -0.5858 0.18 -0.20 -0.15
C -1.5310 5.5046 0.7213 0.01 0.00 0.01
C -1.4714 4.6432 1.8153 -0.03 0.01 0.03
C -0.8631 5.0428 2.9973 0.00 0.01 -0.02
C -0.3201 6.3153 3.1085 0.00 0.00 -0.01
C -0.3870 7.1860 2.0284 0.01 0.00 -0.01
C -0.9822 6.7790 0.8434 -0.02 0.00 -0.01
C -2.6942 -0.8319 1.5862 0.05 -0.11 0.34
C -3.9176 -1.2862 2.1107 0.00 0.04 0.03
C -4.0254 -2.4506 2.8370 -0.06 -0.06 0.02
C -2.8640 -3.1820 3.1152 0.07 0.06 -0.05
C -1.6567 -2.7947 2.5867 -0.11 -0.16 0.03
C -1.5478 -1.6729 1.7212 -0.31 0.28 -0.20
O -0.4609 -1.4869 1.0764 0.91 -0.20 0.32
H -3.5653 2.3844 0.8465 -0.03 0.04 -0.01
H -4.3458 1.2454 1.9590 0.00 0.00 -0.02
H -4.5522 1.0852 0.2038 0.02 0.00 0.06
H -2.9405 4.3544 -0.4595 -0.05 0.05 0.04
H -2.4351 5.8933 -1.1949 -0.07 0.02 0.04
H -1.8889 3.6464 1.7342 0.05 0.04 -0.01
H -0.7993 4.3485 3.8268 -0.02 0.03 -0.03
H 0.1601 6.6251 4.0294 -0.02 -0.01 -0.03
H 0.0359 8.1812 2.1056 -0.01 -0.03 0.00
H -1.0147 7.4536 -0.0067 0.01 -0.02 0.04
H -4.8158 -0.7105 1.9224 0.05 -0.06 0.05
H -4.9889 -2.7843 3.2008 0.02 0.04 0.02
H -2.9134 -4.0601 3.7505 -0.01 0.01 -0.02
H -0.7473 -3.3467 2.7950 0.01 0.01 -0.05
Br -2.1714 -3.0904 -1.3340 0.17 -0.09 0.02
C -0.9968 -4.2935 -0.3818 0.05 0.08 -0.14
Br 0.8774 -3.8424 -0.4846 -0.09 -0.12 -0.10
H -1.1189 -5.2770 -0.8093 -0.02 -0.07 -0.02
H -1.2829 -4.2574 0.6563 -0.04 0.03 0.15
C 4.5113 2.8149 -5.6653 0.03 -0.06 0.09
C 4.9144 1.7618 -4.6642 -0.01 0.00 -0.02
C 5.6925 0.6826 -5.0665 0.01 0.01 -0.05
C 6.0763 -0.2861 -4.1506 -0.01 0.00 0.04
C 5.6631 -0.1957 -2.8340 0.00 -0.01 -0.04
C 4.8734 0.8765 -2.4132 -0.04 -0.05 0.06
N 4.3806 0.9308 -1.0939 0.24 0.23 -0.04
C 4.9917 0.3551 0.0174 -0.02 -0.07 -0.05
C 6.3853 0.3571 0.1523 -0.03 0.00 -0.02
C 6.9887 -0.1724 1.2801 -0.04 0.01 -0.01
C 6.2230 -0.7042 2.3102 0.03 -0.01 0.03
C 4.8416 -0.6794 2.2011 0.03 0.04 0.04
C 4.2194 -0.1626 1.0738 -0.03 0.04 -0.12
C 2.7222 -0.1569 0.9883 -0.11 0.00 0.19
O 2.0159 0.1797 1.9620 0.28 -0.15 0.07
O 2.1937 -0.4546 -0.1287 -0.21 -0.25 0.18
C 4.5096 1.8794 -3.3282 -0.02 0.00 0.07
C 3.7077 3.0810 -2.8972 0.04 -0.03 -0.02
H 4.8414 2.5412 -6.6676 0.00 0.01 0.01
H 4.9513 3.7839 -5.4133 -0.03 -0.01 -0.03
H 3.4268 2.9472 -5.6820 0.10 0.04 0.00
H 5.9948 0.6005 -6.1057 0.00 0.01 0.05
H 6.6787 -1.1291 -4.4694 -0.02 0.02 0.01
H 5.9243 -0.9680 -2.1218 -0.01 0.01 -0.03
H 3.3757 1.0096 -1.0323 -0.07 -0.13 0.03
H 6.9880 0.7911 -0.6360 0.00 -0.01 0.02
H 8.0696 -0.1535 1.3617 -0.02 -0.01 -0.02
H 6.6980 -1.1169 3.1922 -0.03 0.01 -0.04
H 4.2171 -1.0745 2.9934 -0.01 0.06 -0.02
H 3.5637 3.1060 -1.8211 -0.01 0.01 0.02
H 2.7163 3.0937 -3.3600 0.12 0.04 0.02
H 4.2159 4.0030 -3.1944 -0.04 -0.03 -0.01
C -1.2894 -2.1556 -5.2536 0.08 0.03 0.06
C 0.1914 -1.8717 -4.9864 -0.06 0.09 0.06
C 0.5499 -1.7096 -3.5089 -0.10 0.15 -0.01
S -0.0728 -0.2419 -2.6095 0.02 -0.15 -0.45
O -1.5319 -0.0822 -2.8808 -0.08 -0.06 -0.04
C 0.7793 1.0164 -3.6507 -0.11 -0.06 0.21
C -0.1681 1.6551 -4.6541 0.11 0.07 -0.05
C 0.5563 2.7202 -5.4764 -0.08 -0.06 0.09
H -1.4802 -2.2255 -6.3283 0.03 -0.03 0.06
H -1.9145 -1.3714 -4.8313 -0.01 0.01 -0.01
H -1.5873 -3.0998 -4.7901 0.00 0.04 -0.01
H 0.5106 -0.9911 -5.5502 0.03 -0.02 0.00
H 0.7845 -2.7101 -5.3638 0.06 0.03 -0.04
H 1.6326 -1.6403 -3.3590 -0.03 -0.09 0.03
H 0.1866 -2.5609 -2.9374 0.02 -0.01 0.05
H 1.6420 0.5442 -4.1286 0.00 0.03 0.02
H 1.1437 1.7636 -2.9422 -0.01 -0.06 -0.02
H -1.0010 2.1029 -4.1117 -0.04 -0.03 -0.01
H -0.5990 0.8987 -5.3122 -0.01 -0.01 0.02
H 0.9071 3.5305 -4.8301 0.00 -0.03 -0.07
H -0.1108 3.1514 -6.2254 0.03 0.02 0.00
H 1.4223 2.2967 -5.9937 -0.08 0.02 0.00
```
Forces are in eV/Å.

Summary:
HOMO-LUMO gap (alpha / beta): 0.268 / 0.269 Eh
⟨S²⟩: 0.942
Spin multiplicity: 2
Total charge: -1
LUMO energy (alpha / beta): 2.5 / 2.5 eV

[3]
This record from OMol25 describes a 2-piece molecular cluster, CH4N2O2 overall at a distorted geometry. The level of theory is ωB97M-V with the def2-TZVPD basis set.

```
9
Properties=species:S:1:pos:R:3:forces:R:3
N -0.1126 -0.1849 -0.3395 -1.58 -1.37 0.90
N 0.9501 -1.0425 -0.1920 0.02 0.13 -0.42
C -1.2171 0.0032 1.3171 -1.02 1.12 2.14
O 0.1795 1.0348 -1.0209 -1.03 -0.86 0.00
O -1.3755 1.1296 1.5222 0.27 -0.70 -0.29
H -0.2974 1.7067 -0.4959 0.23 -0.16 0.02
H 1.3872 -1.2493 -1.0890 -0.07 -0.06 0.19
H 1.6388 -0.6557 0.4470 -0.06 0.04 -0.13
H -1.1529 -0.7420 -0.1488 3.24 1.84 -2.40
```
Forces are in eV/Å.

Summary:
HOMO-LUMO gap: 0.357 Eh
Total charge: 0
LUMO energy: 0.8 eV

[4]
This record from OMol25 describes the molecule C4H4O at a distorted geometry. The level of theory is ωB97M-V with the def2-TZVPD basis set.

```
9
Properties=species:S:1:pos:R:3:forces:R:3
C -1.1997 -1.0348 -0.2327 1.19 2.64 3.37
C -1.5467 -0.2776 2.1187 -0.07 -0.98 -2.28
C 0.2778 0.5519 0.8410 3.25 3.14 -0.43
C -0.2018 -0.2534 -0.3414 1.33 0.20 0.13
O -0.5483 0.4171 1.9724 -0.30 0.24 1.33
H -2.0312 -1.5379 -0.3989 -2.89 -2.52 -1.38
H 1.3448 0.2559 1.1642 -1.61 0.24 -0.39
H 0.3863 1.7591 0.6721 -0.49 -2.94 0.10
H 0.5908 -0.1609 -1.0905 -0.40 -0.02 -0.46
```
Forces are in eV/Å.

Summary:
HOMO-LUMO gap (alpha / beta): 0.297 / 0.303 Eh
Total charge: 0
LUMO energy (alpha / beta): 0.7 / 0.8 eV

[5]
This record from OMol25 describes C32H29I2N7OSSe4Tl as an isolated structure at a distorted geometry. The level of theory is ωB97M-V with the def2-TZVPD basis set.

```
77
Properties=species:S:1:pos:R:3:forces:R:3
Tl 0.0348 -1.9156 0.9896 0.36 0.81 -0.22
I 6.9994 2.6374 1.1094 -0.29 0.06 -0.04
C 5.1734 1.6987 0.5691 1.83 -1.28 -0.12
C 5.3052 0.5857 -0.2983 -2.29 0.59 0.15
C 4.1389 -0.1242 -0.5917 -0.08 0.42 0.30
I 4.0823 -1.6134 -2.1007 0.20 0.29 0.49
C 2.8723 0.1468 0.0532 0.86 -1.28 -0.18
O 1.8942 -0.6779 -0.1035 0.11 0.83 -0.04
C 2.8689 1.2962 0.8974 -0.46 -0.47 0.08
C 1.5583 1.6389 1.4808 -0.86 -0.55 1.26
N 1.0670 0.5318 2.4070 -0.83 1.36 -1.02
C 2.0101 0.1971 3.4248 1.81 -0.47 0.64
C 1.5736 -0.9746 4.2585 -0.20 -0.77 -0.51
C 0.2738 -0.8380 4.7304 -0.60 -1.65 0.62
C -0.3798 -1.9817 5.1464 1.36 -1.39 0.07
C 0.4010 -3.1832 5.2593 -3.19 0.39 1.29
C 1.7020 -3.1581 4.9743 1.88 0.05 -1.83
N 2.2696 -2.1381 4.3082 -0.16 2.02 0.52
C 4.0144 1.9825 1.2511 -0.10 -0.26 -1.75
H 6.1865 0.3136 -0.8192 0.88 0.07 -0.15
H 1.5616 2.5954 2.0526 0.28 -0.38 -0.37
H 0.7930 1.7141 0.7059 0.00 -0.01 -0.07
H 0.1886 0.9352 2.7455 0.26 -0.58 0.24
H 2.9141 -0.1545 2.9521 0.40 0.02 -0.47
H 2.3720 1.0280 4.0609 -0.42 0.07 0.06
H -0.2397 0.0921 4.6647 -0.29 0.55 -0.06
H -1.4300 -2.0381 5.3498 -0.38 0.24 0.18
H -0.0321 -4.1299 5.6298 0.04 0.75 -0.23
H 2.3111 -4.0558 5.0330 0.01 0.07 0.21
H 3.9727 2.8372 1.8724 -0.15 0.62 0.76
Se -2.0522 0.3942 0.5004 -0.02 -0.72 0.56
Se -3.3164 -1.3790 1.4982 -0.41 0.78 -0.87
Se -5.1054 -1.4169 -0.1095 0.04 0.70 1.33
Se -4.2964 -2.7251 -1.7284 0.03 -1.40 -0.17
S -3.1185 -1.5247 -3.0542 1.20 0.81 -0.33
C -1.3569 -1.6134 -2.5752 0.27 1.34 -0.78
N -0.5442 -0.5853 -2.7437 -1.18 -2.52 0.51
N -1.0124 0.6252 -2.8983 1.68 -0.26 -0.55
C -0.0003 1.6309 -2.8944 0.00 0.75 -0.26
C 1.3062 1.3202 -2.5108 0.13 -1.47 -0.22
C 2.3094 2.2668 -2.5716 1.98 -1.91 1.12
C 2.0152 3.5756 -2.8558 1.15 1.22 1.36
C 0.7348 3.8915 -3.1804 -0.81 0.02 -0.95
C -0.2555 2.9271 -3.3448 1.37 -0.54 0.76
N -0.6961 -2.8279 -2.4072 0.33 -0.51 0.00
N -1.4160 -3.8414 -2.4178 -1.15 -0.14 -0.52
C -0.7632 -5.0980 -2.2975 1.05 0.29 1.40
C -1.4416 -6.3027 -2.4854 0.27 -0.13 -0.38
C -0.7483 -7.5268 -2.3438 -0.98 -0.24 -0.55
C 0.5779 -7.5444 -1.9290 0.18 0.03 -0.53
C 1.2317 -6.3425 -1.6952 0.90 1.09 2.04
C 0.5359 -5.1374 -1.7681 0.32 -0.90 -0.62
H -1.9108 0.7448 -2.5082 -1.32 0.83 0.39
H 1.5728 0.2704 -2.2364 -0.45 1.16 -0.17
H 3.3380 1.8396 -2.2685 -1.56 1.29 -0.56
H 2.6865 4.4220 -2.5969 -0.07 -0.87 -0.65
H 0.5363 4.9178 -3.4142 -0.41 0.40 -0.12
H -1.1284 3.2280 -3.8275 -1.60 0.15 -0.27
H -2.4968 -6.2667 -2.7583 0.29 -0.09 -0.08
H -1.2752 -8.4789 -2.6340 0.60 1.10 0.61
H 1.1313 -8.4666 -1.8179 -0.16 -0.15 -0.02
H 2.2491 -6.2494 -1.1685 -1.48 -0.64 -1.18
H 1.0248 -4.2546 -1.3989 -0.01 0.41 -0.26
C -5.2059 4.6511 1.5482 -1.04 -1.04 -0.96
C -4.3030 4.4777 0.3890 1.64 1.66 0.23
C -3.1417 5.2522 0.4029 0.14 0.89 -1.21
C -2.3066 5.1773 -0.7089 1.00 -0.64 -0.68
N -2.3495 4.2071 -1.6952 -1.21 1.48 1.77
C -3.4572 3.4532 -1.6280 1.73 1.00 0.50
C -4.4482 3.6564 -0.6936 -0.18 -0.72 0.30
H -5.9280 5.4559 1.4429 0.13 0.22 0.06
H -4.6895 4.6589 2.4721 0.70 0.55 0.84
H -5.7373 3.7324 1.5714 -1.15 -0.81 0.33
H -3.0162 6.0647 1.1461 0.14 -0.78 -0.43
H -1.4800 5.8973 -0.8113 -0.28 -0.46 0.08
H -3.4459 2.5904 -2.2524 -0.47 -0.41 -0.71
H -5.2639 3.0060 -0.7540 -1.34 -0.90 0.03
```
Forces are in eV/Å.

Summary:
HOMO-LUMO gap: 0.235 Eh
Total charge: -1
LUMO energy: 1.7 eV

[6]
This record from OMol25 describes C29H24BeCl3N3OS2 as an isolated structure at a distorted geometry. The level of theory is ωB97M-V with the def2-TZVPD basis set.

```
63
Properties=species:S:1:pos:R:3:forces:R:3
Be -2.6169 1.4205 -1.0248 0.55 -0.78 0.22
C -4.1839 2.3458 -2.1191 -0.30 0.37 -0.22
C -3.3440 3.1038 -2.9362 -0.09 0.13 0.07
C -2.4623 4.0189 -2.3758 -0.04 0.10 0.06
C -2.3802 4.1472 -0.9992 -0.03 0.10 -0.12
C -3.2189 3.3994 -0.1687 -0.27 0.34 -0.04
C -4.1736 2.5403 -0.7281 -0.21 0.52 -0.07
H -4.9691 1.7540 -2.5674 0.10 -0.28 0.02
H -3.4275 3.0226 -4.0107 0.02 -0.08 -0.06
H -1.8515 4.6369 -3.0142 0.09 0.06 -0.07
H -1.6986 4.8631 -0.5646 0.06 0.02 0.06
H -3.2506 3.6246 0.8877 0.14 -0.21 0.13
H -4.9680 2.1240 -0.1213 0.23 -0.28 0.07
S -3.3474 -2.6522 -0.6023 -0.08 0.26 0.24
C -2.7745 -1.1798 -1.1791 -0.08 0.30 0.22
N -2.9560 -0.1154 -0.4081 0.24 -0.30 -0.57
C -3.5732 -0.4834 0.7766 -0.43 -0.51 0.54
C -3.8644 0.3393 1.8637 -0.06 -0.06 -0.04
C -4.5201 -0.2040 2.9480 0.13 0.09 -0.14
C -4.8830 -1.5525 2.9756 0.00 -0.12 -0.10
C -4.5669 -2.3967 1.9311 0.05 0.01 0.12
C -3.8996 -1.8508 0.8407 0.16 0.28 -0.25
H -2.3053 -1.1168 -2.1420 0.18 0.06 -0.27
H -3.5693 1.3748 1.8616 0.03 0.20 0.05
H -4.7466 0.4200 3.7967 -0.05 0.09 0.10
H -5.4118 -1.9318 3.8345 -0.03 -0.11 0.09
H -4.8126 -3.4481 1.9611 -0.05 -0.03 0.02
Cl 7.8982 -2.8247 -0.0458 0.06 -0.03 0.03
C 6.3530 -2.0739 -0.0880 -0.43 0.15 0.00
C 6.1497 -0.8468 0.5343 0.14 -0.08 -0.05
C 4.9040 -0.2507 0.4769 -0.18 -0.15 -0.18
C 3.8428 -0.8591 -0.1867 -0.13 0.00 0.02
C 2.4831 -0.1912 -0.2508 0.04 -0.12 -0.35
C 2.4501 0.7974 -1.4319 0.82 -0.42 0.76
N 1.0877 1.1102 -1.7957 -0.58 0.15 -0.07
C 0.5884 1.0452 -3.0590 -0.47 0.05 -0.54
C -0.7476 1.2801 -2.9724 0.28 -0.09 -0.25
N -1.0737 1.4802 -1.6516 0.18 -0.07 0.19
C 0.0774 1.3725 -0.9762 -0.57 0.11 0.44
O 2.1595 0.5476 0.9128 0.21 0.41 -0.29
C 1.4728 -0.1770 1.9293 -0.19 -0.17 0.21
C 2.0554 -1.5296 2.1866 -0.39 -0.12 -0.26
C 1.5498 -2.6886 1.6646 0.37 -0.16 0.38
Cl 0.1049 -2.8441 0.7519 -0.24 -0.07 -0.13
S 2.5054 -4.0727 2.0525 -0.21 0.45 -0.10
C 3.6027 -3.0832 2.9234 -0.17 -0.08 -0.10
C 3.2460 -1.7760 2.9158 0.01 -0.13 0.06
C 4.0678 -2.0894 -0.8009 0.21 0.31 0.23
Cl 2.7879 -2.8833 -1.6571 -0.10 -0.14 -0.21
C 5.3061 -2.7031 -0.7529 0.23 -0.02 0.03
H 6.9651 -0.3671 1.0541 0.06 0.02 0.01
H 4.7301 0.6976 0.9625 0.04 0.09 0.10
H 1.7192 -0.9609 -0.4327 0.13 0.16 0.01
H 2.9331 0.3410 -2.2948 -0.08 0.07 -0.01
H 2.9932 1.7028 -1.1537 -0.05 -0.02 -0.06
H 1.2067 0.8436 -3.9092 0.14 -0.05 -0.16
H -1.4789 1.3315 -3.7515 -0.08 -0.06 -0.21
H 0.1806 1.4846 0.0857 0.13 -0.05 0.15
H 0.4110 -0.2856 1.6449 0.20 0.03 0.11
H 1.5442 0.4628 2.8118 -0.08 -0.14 -0.04
H 4.4436 -3.5387 3.4049 0.24 -0.09 0.13
H 3.7916 -0.9986 3.4168 0.20 0.14 0.11
H 5.4647 -3.6564 -1.2333 -0.01 -0.06 -0.03
```
Forces are in eV/Å.

Summary:
HOMO-LUMO gap: 0.242 Eh
Total charge: +2
LUMO energy: -6.4 eV

[7]
This record from OMol25 describes the molecule C3H6N2O at a distorted geometry. The level of theory is ωB97M-V with the def2-TZVPD basis set.

```
12
Properties=species:S:1:pos:R:3:forces:R:3
N -0.3548 1.4369 -0.1532 -0.78 0.89 0.01
C -1.0197 0.3684 -0.7904 0.13 0.61 -0.04
O -1.8339 0.5435 -1.6679 0.37 -0.45 0.42
N -0.4623 -0.8725 -0.4821 1.49 0.87 -0.44
C 1.1473 -0.4902 0.0197 -0.08 -0.62 -0.39
C 0.1661 -1.2416 0.7638 0.17 -0.55 0.60
H -0.5832 1.5296 0.8267 0.09 0.16 0.01
H -0.4581 2.2851 -0.6752 -0.54 0.50 0.13
H 1.6942 -0.8765 -0.8175 0.43 -0.77 0.28
H 1.5896 0.4128 0.4692 -1.03 -0.26 -0.81
H 0.3207 -2.3054 0.8233 -0.38 -0.34 0.24
H -0.2061 -0.7903 1.6837 0.13 -0.04 -0.01
```
Forces are in eV/Å.

Summary:
HOMO-LUMO gap: 0.369 Eh
SMILES: NC(=O)N1CC1
Total charge: 0
LUMO energy: 0.8 eV

[8]
This record from OMol25 describes the molecule C4HCl2N at a distorted geometry. The level of theory is ωB97M-V with the def2-TZVPD basis set.

```
8
Properties=species:S:1:pos:R:3:forces:R:3
C -1.3985 0.0535 0.3540 -1.53 0.06 -5.11
C -0.0264 0.0041 -0.0630 5.45 -1.61 -0.69
C 1.2173 -0.1906 -0.1857 -6.10 0.80 0.26
C 2.5616 -0.2043 -0.3772 9.30 3.22 0.70
H -1.3850 -0.0275 1.3608 -0.92 0.02 3.26
N 3.7702 0.1392 -0.3331 -8.59 -2.91 -0.58
Cl -2.5475 -1.3138 -0.3857 1.69 0.89 1.09
Cl -2.1917 1.5394 -0.3701 0.70 -0.46 1.07
```
Forces are in eV/Å.

Summary:
HOMO-LUMO gap: 0.350 Eh
SMILES: N#CC#CC(Cl)Cl
Total charge: 0
LUMO energy: -1.3 eV

Electronic energy for the records above, in order: -687.854658; -9665.147699; -300.321264; -229.801742; -12467.137337; -3550.292901; -302.570489; -1128.025635 Eh